# 1
Molecular formula: C12H24Cl12
Method: DFT, wB97M-V/def2-TZVPD

Summary:
**ΔE to the lowest compared entry with this formula, charge and spin**: 32.7 kcal/mol
**Gap between HOMO and LUMO**: 10.6 eV
**Structure (SMILES)**: ClCCCl.ClCCCl.ClCCCl.ClCCCl.ClCCCl.ClCCCl
**HOMO**: -10.1749 eV

Geometry as ORCA input:
```
! wB97M-V def2-TZVPD RIJCOSX def2/J DEFGRID3
* xyz 0 1
Cl -3.94 -5.16 -3.58
C -4.42 -4.12 -2.18
C -3.52 -2.82 -2.12
Cl -1.90 -3.24 -1.38
H -4.27 -4.68 -1.26
H -5.45 -3.83 -2.39
H -3.96 -2.19 -1.34
H -3.45 -2.20 -3.01
Cl 3.77 -2.88 2.19
C 4.39 -2.52 0.50
C 5.55 -3.42 0.04
Cl 4.91 -5.04 0.30
H 4.69 -1.48 0.59
H 3.57 -2.61 -0.22
H 6.44 -3.28 0.65
H 5.83 -3.35 -1.01
Cl 4.06 1.07 5.80
C 3.28 -0.56 6.13
C 2.74 -1.16 4.86
Cl 1.33 -0.28 4.18
H 2.51 -0.49 6.89
H 4.03 -1.20 6.60
H 2.45 -2.20 4.96
H 3.52 -1.09 4.10
Cl -4.30 1.34 -0.12
C -4.53 3.03 0.32
C -4.10 3.97 -0.76
Cl -2.39 4.01 -1.11
H -3.92 3.23 1.20
H -5.58 3.13 0.60
H -4.33 5.01 -0.52
H -4.66 3.72 -1.66
Cl 1.12 3.28 -1.47
C 0.80 4.15 -2.94
C -0.04 3.37 -3.99
Cl 1.10 2.24 -4.75
H 1.76 4.50 -3.31
H 0.18 5.00 -2.64
H -0.52 4.00 -4.74
H -0.80 2.79 -3.47
Cl 1.48 -0.81 -0.03
C 0.31 0.42 0.51
C -0.95 0.24 -0.30
Cl -0.78 0.35 -2.07
H 0.80 1.37 0.25
H 0.25 0.25 1.59
H -1.72 0.88 0.13
H -1.34 -0.74 -0.02
*
```

---

# 2
Molecular formula: C3H5NOS
Method: DFT, wB97M-V/def2-TZVPD

Summary:
**ΔE to the lowest compared entry with this formula, charge and spin**: 113.3 kcal/mol
**Gap between HOMO and LUMO**: 9.4 eV
**Structure (SMILES)**: C#CN(C)SO
**HOMO**: -8.7163 eV

Geometry as ORCA input:
```
! wB97M-V def2-TZVPD RIJCOSX def2/J DEFGRID3
* xyz 0 1
C 1.73 1.81 0.50
C 0.96 0.95 0.25
N -0.10 -0.19 -0.14
C -0.79 -0.64 1.04
S -0.96 0.24 -1.48
O -0.25 -0.67 -2.64
H 2.49 2.52 0.46
H -1.34 -1.56 0.85
H -0.11 -0.90 1.90
H -1.53 0.09 1.57
H -0.10 -1.64 -2.31
*
```